Entry 1:
{
  "formula": "C24H70N6O8",
  "method": "ωB97M-V/def2-TZVPD",
  "total_energy_ev": -51335.223,
  "gap_ev": 9.13,
  "symbols": ["C", "O", "C", "C", "C", "N", "H", "H", "H", "H", "H", "H", "H", "H", "H", "H", "H", "C", "O", "C", "C", "C", "N", "H", "H", "H", "H", "H", "H", "H", "H", "H", "H", "H", "C", "O", "C", "C", "C", "N", "H", "H", "H", "H", "H", "H", "H", "H", "H", "H", "H", "C", "O", "C", "C", "C", "N", "H", "H", "H", "H", "H", "H", "H", "H", "H", "H", "H", "C", "O", "C", "C", "C", "N", "H", "H", "H", "H", "H", "H", "H", "H", "H", "H", "H", "C", "O", "C", "C", "C", "N", "H", "H", "H", "H", "H", "H", "H", "H", "H", "H", "H", "O", "H", "H", "O", "H", "H"],
  "positions_angstrom": [[-4.410, -0.043, -8.228], [-3.779, -0.698, -7.149], [-2.445, -0.370, -6.942], [-1.931, -1.801, -6.546], [-2.679, -2.313, -5.327], [-0.540, -1.836, -6.312], [-3.909, -0.118, -9.193], [-4.565, 1.006, -7.974], [-5.419, -0.432, -8.367], [-1.924, 0.089, -7.782], [-2.554, 0.398, -6.176], [-2.173, -2.498, -7.349], [-2.152, -2.923, -4.592], [-3.653, -2.722, -5.595], [-2.793, -1.354, -4.822], [-0.062, -1.808, -7.201], [-0.371, -2.803, -6.071], [-2.632, 0.650, 6.250], [-1.935, 0.558, 7.473], [-0.819, 1.456, 7.607], [0.022, 0.805, 8.753], [-0.447, 1.170, 10.161], [1.436, 1.080, 8.550], [-2.810, 1.676, 5.927], [-3.618, 0.219, 6.426], [-2.189, 0.118, 5.408], [-0.268, 1.472, 6.667], [-0.919, 2.514, 7.847], [-0.028, -0.277, 8.628], [-0.629, 2.244, 10.166], [0.183, 0.778, 10.960], [-1.419, 0.797, 10.482], [1.702, 0.471, 7.789], [2.025, 0.625, 9.233], [-9.006, 2.725, -5.182], [-8.742, 3.171, -3.874], [-8.120, 2.177, -3.101], [-7.737, 2.795, -1.748], [-6.778, 2.007, -0.807], [-8.995, 3.052, -0.969], [-9.601, 3.490, -5.682], [-9.393, 1.713, -5.301], [-8.043, 2.577, -5.671], [-8.757, 1.304, -2.952], [-7.173, 1.883, -3.553], [-7.197, 3.698, -2.033], [-7.191, 1.090, -0.387], [-6.307, 2.423, 0.083], [-5.900, 1.583, -1.294], [-8.900, 3.803, -0.301], [-9.743, 3.380, -1.564], [2.965, 5.390, -3.888], [2.108, 4.719, -2.993], [2.418, 3.307, -3.031], [1.589, 2.449, -2.003], [2.206, 2.794, -0.595], [1.791, 1.045, -2.151], [2.739, 5.354, -4.954], [4.025, 5.140, -3.932], [2.825, 6.418, -3.553], [2.397, 3.068, -4.094], [3.455, 3.166, -2.727], [0.544, 2.719, -2.152], [1.395, 2.473, 0.058], [2.298, 3.859, -0.380], [3.137, 2.296, -0.324], [1.273, 0.859, -2.998], [1.204, 0.563, -1.485], [3.235, -1.553, 4.632], [4.232, -0.741, 5.258], [5.375, -0.526, 4.510], [6.403, 0.117, 5.478], [7.720, 0.652, 4.819], [6.818, -0.674, 6.446], [3.692, -2.532, 4.489], [3.067, -1.339, 3.576], [2.383, -1.627, 5.307], [5.726, -1.507, 4.187], [5.101, 0.053, 3.628], [6.044, 1.070, 5.868], [8.509, 0.003, 4.441], [8.303, 1.240, 5.528], [7.657, 1.109, 3.832], [5.889, -0.755, 6.834], [6.842, -1.593, 6.026], [2.551, -5.117, -1.278], [3.932, -5.071, -1.195], [4.421, -3.784, -1.429], [5.842, -3.740, -2.045], [6.410, -2.346, -2.453], [5.875, -4.588, -3.286], [2.146, -4.845, -2.252], [2.181, -4.323, -0.630], [2.193, -6.113, -1.014], [3.776, -3.225, -2.107], [4.369, -3.356, -0.428], [6.504, -4.225, -1.328], [6.281, -2.140, -3.516], [7.473, -2.156, -2.305], [5.803, -1.553, -2.017], [5.331, -5.408, -3.059], [5.381, -4.194, -4.074], [-1.612, -1.410, 0.593], [-2.041, -1.143, -0.221], [-2.334, -1.613, 1.188], [-4.977, -5.182, 3.242], [-5.267, -5.822, 3.891], [-4.315, -4.662, 3.697]],
  "forces_ev_per_a": [[-0.67, 0.41, 0.44], [-2.02, -0.17, -2.05], [-0.22, -1.37, 0.77], [-0.57, 0.33, -0.41], [-0.38, 1.56, 0.54], [1.87, -0.49, 0.23], [0.43, -0.12, 0.08], [0.21, 0.38, -0.16], [0.09, -0.36, 0.19], [-0.02, -0.31, -0.40], [1.27, -0.08, 0.68], [-0.37, 0.39, -0.67], [0.30, -0.39, -0.59], [0.16, 0.06, 0.23], [-0.76, -0.22, 0.80], [0.26, 0.60, -0.29], [0.44, -0.20, 0.64], [-0.77, 0.23, 0.21], [0.08, 1.27, -0.15], [1.11, -1.79, 0.69], [-0.15, -1.06, -0.03], [-0.75, 0.34, -0.23], [0.94, 0.40, -0.43], [0.14, 0.24, 0.09], [0.01, -0.11, -0.02], [0.50, -0.16, 0.11], [0.33, -0.31, -0.09], [-1.23, 0.13, 0.15], [-0.96, -0.19, -0.01], [0.69, 0.24, 0.56], [0.56, 0.51, -0.20], [-0.27, -0.46, -0.77], [0.04, 0.39, -0.92], [-0.25, 0.33, 1.04], [1.04, 0.01, -0.38], [-0.69, -0.33, 0.31], [0.94, 0.02, 1.20], [-0.47, 0.29, 1.50], [0.39, -1.66, -0.49], [0.43, -0.01, -0.45], [0.02, -0.29, -0.02], [-0.92, 0.01, 0.63], [0.32, 0.54, -0.50], [-0.17, -0.15, -0.12], [0.10, -0.31, -0.38], [-0.13, 0.43, 0.08], [-0.84, 0.02, -0.20], [-0.60, 1.22, -0.16], [0.13, 0.32, -0.78], [0.44, -0.03, 0.24], [0.03, -0.10, -0.48], [-0.31, 1.58, 0.10], [0.57, -1.68, -0.03], [0.09, -0.12, 0.23], [2.23, 2.60, 0.47], [-2.19, 0.48, -0.10], [-0.41, -0.81, -1.41], [-0.97, -0.37, -0.15], [0.20, -0.39, 1.06], [0.51, 0.23, -0.41], [-0.53, -0.83, -0.10], [0.31, 0.07, 0.01], [-0.18, 0.39, 0.63], [0.32, -0.23, 0.70], [0.08, 0.09, -0.39], [-0.15, -0.23, -0.55], [0.28, -0.76, -0.69], [0.15, -0.07, 0.64], [1.73, -0.70, 0.11], [-1.90, 0.10, 0.77], [0.41, 0.41, 0.05], [1.60, 5.07, -6.72], [0.61, 0.01, -1.76], [-0.91, -3.94, 4.58], [-0.12, -0.67, 0.52], [-0.68, 1.07, 0.11], [-0.04, 0.23, -0.47], [0.59, -0.23, -0.32], [0.40, 0.35, -0.20], [-0.85, -0.16, 0.15], [-0.28, -1.64, 0.76], [-0.53, 0.44, 0.00], [-0.89, 1.22, 0.24], [-0.16, -0.86, 2.15], [1.00, -0.71, 0.06], [-0.70, 0.52, 0.24], [1.13, -1.34, -1.19], [0.58, 1.26, 0.28], [0.20, -0.61, -1.40], [-1.14, 0.18, 0.05], [0.06, -0.25, 1.07], [0.24, -0.17, -0.51], [-0.63, -0.24, 0.52], [0.07, 0.19, 0.20], [-0.34, 0.08, -0.09], [0.34, 0.98, -0.03], [0.17, 0.00, -0.05], [-0.20, -0.50, -0.22], [-0.13, -0.38, 0.56], [0.28, 0.16, 0.50], [0.10, -0.51, 0.00], [-0.04, 0.66, 0.06], [0.27, 0.01, 0.04], [-0.10, 0.06, -0.23], [-0.17, -0.07, 0.17], [-0.06, 0.05, -0.23], [-0.11, -0.18, 0.14], [0.17, 0.14, 0.10]],
  "mulliken_charge": [-0.819, -0.210, -0.741, 0.568, -1.244, -0.714, 0.318, 0.315, 0.246, 0.386, 0.251, 0.173, 0.422, 0.277, 0.255, 0.258, 0.264, -0.780, -0.293, -0.596, 0.562, -1.358, -0.743, 0.331, 0.268, 0.275, 0.342, 0.308, 0.228, 0.285, 0.373, 0.326, 0.201, 0.271, -0.721, -0.310, -0.731, 0.671, -1.466, -0.753, 0.264, 0.314, 0.276, 0.393, 0.346, 0.164, 0.366, 0.359, 0.351, 0.213, 0.263, -0.785, -0.328, -0.731, 0.355, -1.338, -0.638, 0.323, 0.324, 0.263, 0.403, 0.268, 0.344, 0.373, 0.337, 0.339, 0.244, 0.245, -0.815, -0.219, -0.836, 0.446, -1.565, -0.699, 0.350, 0.336, 0.214, 0.370, 0.418, 0.218, 0.377, 0.335, 0.393, 0.372, 0.303, -0.706, -0.359, -0.831, 0.456, -1.202, -0.758, 0.290, 0.315, 0.255, 0.401, 0.370, 0.287, 0.325, 0.291, 0.341, 0.272, 0.249, -0.627, 0.315, 0.311, -0.634, 0.321, 0.313]
}


Entry 2:
{
  "formula": "C24H71N5O9",
  "method": "ωB97M-V/def2-TZVPD",
  "multiplicity": 2,
  "total_energy_ev": -51909.309,
  "gap_ev": [1.44, 9.20],
  "total_charge": -1,
  "symbols": ["C", "C", "C", "O", "C", "N", "H", "H", "H", "H", "H", "H", "H", "H", "H", "H", "H", "C", "C", "C", "O", "C", "N", "H", "H", "H", "H", "H", "H", "H", "H", "H", "H", "H", "C", "C", "C", "O", "C", "N", "H", "H", "H", "H", "H", "H", "H", "H", "H", "H", "H", "C", "C", "C", "O", "C", "N", "H", "H", "H", "H", "H", "H", "H", "H", "H", "H", "H", "C", "C", "C", "O", "C", "N", "H", "H", "H", "H", "H", "H", "H", "H", "H", "H", "H", "C", "O", "H", "H", "H", "H", "C", "O", "H", "H", "H", "H", "C", "O", "H", "H", "H", "H", "C", "O", "H", "H", "H", "H"],
  "positions_angstrom": [[-0.535, -1.780, -0.287], [-0.565, -0.190, -0.176], [0.819, 0.290, 0.308], [0.661, 1.704, 0.480], [1.906, 2.431, 0.914], [-0.843, 0.342, -1.481], [-1.348, -2.177, -0.894], [-0.499, -2.268, 0.687], [0.380, -2.130, -0.765], [-1.360, 0.131, 0.497], [1.684, 0.181, -0.345], [1.073, -0.111, 1.290], [1.782, 3.496, 0.719], [2.688, 2.195, 0.192], [1.980, 2.168, 1.969], [-0.660, 1.314, -1.275], [-0.133, -0.018, -2.103], [3.487, -0.873, -2.820], [3.466, 0.297, -3.770], [2.190, 1.146, -3.440], [1.013, 0.472, -3.813], [0.609, 0.573, -5.192], [4.667, 1.053, -3.427], [2.539, -1.406, -2.890], [3.539, -0.522, -1.789], [4.318, -1.488, -3.164], [3.665, 0.071, -4.818], [2.092, 2.183, -3.762], [2.070, 1.240, -2.361], [0.522, 1.638, -5.411], [-0.317, 0.020, -5.349], [1.350, 0.132, -5.859], [5.502, 0.547, -3.686], [4.684, 1.814, -4.091], [2.177, -1.503, 8.581], [2.069, -2.555, 7.444], [2.208, -1.903, 6.063], [1.273, -0.794, 6.058], [1.225, -0.249, 4.773], [3.162, -3.431, 7.852], [2.110, -1.897, 9.596], [1.313, -0.839, 8.601], [3.032, -0.827, 8.588], [1.111, -3.052, 7.594], [2.094, -2.666, 5.294], [3.204, -1.468, 5.972], [2.249, -0.002, 4.490], [0.741, 0.728, 4.737], [0.778, -0.916, 4.036], [3.020, -3.882, 8.745], [3.182, -4.187, 7.183], [-2.095, -2.240, 4.758], [-3.063, -1.107, 4.346], [-2.373, -0.098, 3.490], [-3.316, 0.970, 3.300], [-2.833, 2.009, 2.380], [-4.239, -1.657, 3.674], [-1.449, -2.456, 3.907], [-2.568, -3.181, 5.038], [-1.346, -2.141, 5.544], [-3.430, -0.626, 5.252], [-2.190, -0.614, 2.548], [-1.489, 0.262, 4.016], [-1.850, 2.359, 2.695], [-3.637, 2.743, 2.438], [-2.722, 1.671, 1.349], [-4.839, -2.008, 4.407], [-4.817, -0.954, 3.235], [-3.500, -2.733, -7.969], [-4.274, -2.169, -6.753], [-3.387, -2.159, -5.478], [-4.247, -1.781, -4.402], [-3.639, -1.957, -3.129], [-4.905, -0.841, -6.893], [-3.374, -1.857, -8.604], [-4.113, -3.455, -8.509], [-2.516, -3.161, -7.776], [-5.104, -2.795, -6.428], [-2.511, -1.516, -5.569], [-2.883, -3.121, -5.388], [-4.207, -1.564, -2.286], [-2.624, -1.559, -3.119], [-3.497, -3.027, -2.978], [-4.409, -0.090, -6.434], [-5.828, -0.763, -6.492], [-0.910, 3.200, -3.132], [-0.786, 4.508, -3.470], [-1.595, 3.193, -2.284], [-1.152, 2.565, -3.984], [0.084, 2.911, -2.791], [-0.923, 5.002, -2.658], [5.391, 0.964, 0.010], [5.664, 1.974, -1.033], [5.935, 0.115, -0.404], [5.888, 1.336, 0.906], [4.354, 0.688, 0.198], [5.458, 1.593, -1.890], [-5.183, -0.535, 0.474], [-5.307, 0.512, 1.355], [-4.122, -0.673, 0.265], [-5.423, -1.479, 0.963], [-5.827, -0.447, -0.401], [-4.460, 0.718, 1.755], [4.917, 5.031, 0.332], [4.125, 6.104, 0.760], [4.496, 4.090, 0.687], [4.892, 5.152, -0.751], [5.877, 5.160, 0.833], [4.511, 6.903, 0.394]],
  "forces_ev_per_a": [[0.28, 0.97, 0.39], [1.24, -3.07, -0.47], [-0.56, 1.58, 1.23], [0.99, 1.51, 0.21], [-2.26, -1.11, -1.36], [-0.57, 0.24, 0.58], [-0.22, 0.21, 0.22], [-0.36, 0.07, 0.16], [0.20, 0.33, -0.27], [0.27, -0.02, 0.30], [-0.26, -0.80, -0.52], [0.09, -0.51, 0.21], [-0.60, 0.01, 0.50], [0.50, -0.64, 0.61], [0.93, 0.22, -0.12], [0.05, 0.59, -1.10], [0.15, 0.36, -0.52], [-0.87, -0.50, -0.93], [0.19, 1.26, 1.18], [-0.09, -0.43, -0.27], [-0.92, -0.91, -0.72], [0.97, 0.18, 0.78], [0.11, 1.31, 0.04], [0.05, -0.44, -0.15], [0.54, -0.01, -0.12], [0.03, -0.40, 0.66], [-1.31, -0.62, -0.19], [0.77, 0.16, -0.69], [0.51, -0.17, 0.29], [-0.30, 0.03, -0.38], [-0.12, 0.23, 0.34], [0.21, 0.01, -0.04], [0.20, -0.70, -0.16], [0.21, 0.73, -0.07], [-1.60, 1.31, 0.18], [0.66, 1.35, 2.90], [-0.10, 0.49, 1.70], [-0.02, -1.44, -0.22], [0.75, 0.72, -0.42], [0.63, -1.01, -1.92], [0.31, -0.79, -0.12], [-0.15, 0.18, -0.43], [0.31, -0.39, -0.54], [-0.35, 0.07, -0.55], [-0.52, 0.25, -0.43], [0.28, -0.13, -0.05], [0.27, -0.18, -0.52], [-0.49, -0.19, 0.46], [-0.06, -0.11, -0.08], [-0.35, 0.33, 0.15], [0.45, -0.46, -0.12], [0.57, -0.60, -0.64], [-0.25, -0.58, 1.58], [-1.12, 0.29, 0.13], [1.12, 0.48, -1.09], [-0.46, -0.74, 1.13], [-0.04, -0.67, -0.12], [-0.16, -0.32, -0.41], [-0.54, 0.12, -0.32], [-0.31, 1.15, 0.38], [0.35, 0.46, 0.27], [0.57, 0.25, -0.31], [0.26, 0.06, -0.38], [-0.12, 0.31, 0.14], [0.46, 0.32, -0.13], [-0.12, -0.30, -0.09], [-0.10, -0.45, 0.00], [0.25, 0.53, -0.16], [-0.89, 1.15, -0.09], [0.27, 0.27, 2.17], [-0.54, 0.02, -0.54], [0.50, -0.05, 0.10], [0.77, -0.82, -0.44], [0.10, 0.27, -1.03], [0.23, -0.18, -0.34], [0.09, -0.02, -0.03], [-0.13, 0.01, 0.35], [0.06, -0.50, -0.44], [-0.09, 0.83, -0.05], [-0.51, -0.64, 0.57], [-0.25, 0.27, -0.49], [0.00, 0.52, 0.10], [-0.13, -0.34, 0.27], [0.55, -0.15, -0.07], [-0.01, -0.60, -0.03], [0.85, -1.39, 1.18], [-0.22, 3.07, -1.29], [-0.35, -1.18, -0.15], [-0.47, 0.12, 0.19], [0.01, -0.87, 0.32], [0.16, 0.33, -0.25], [1.62, 0.85, -2.09], [-0.45, 0.12, 2.43], [-0.17, -0.64, 0.77], [-0.22, -0.15, 0.06], [-0.14, 0.34, -0.15], [-0.73, -0.29, -0.57], [0.86, -1.61, 0.04], [-0.95, 1.46, 0.68], [0.06, 0.04, -0.96], [-0.43, -0.29, 0.08], [0.28, 0.33, -0.10], [-0.14, -0.19, 0.21], [0.14, 0.40, -0.04], [-1.27, 0.96, 1.04], [-0.15, 0.10, -0.34], [0.84, -1.10, -0.11], [0.54, -0.44, -0.62], [-0.10, 0.02, 0.05]],
  "lowdin_spin": [0.016, 0.001, 0.006, 0.006, 0.014, 0.001, 0.002, 0.004, 0.005, 0.000, 0.001, 0.003, 0.006, 0.003, 0.004, 0.001, 0.000, 0.056, 0.103, 0.021, 0.017, 0.072, 0.032, 0.009, 0.002, 0.034, 0.064, 0.018, 0.002, 0.013, 0.006, 0.032, 0.063, 0.055, 0.001, 0.003, 0.009, 0.002, 0.009, 0.001, 0.000, 0.000, 0.000, 0.001, 0.005, 0.002, 0.005, 0.002, 0.002, 0.000, 0.001, 0.004, 0.001, 0.001, 0.001, 0.007, 0.000, 0.002, 0.001, 0.000, 0.000, 0.000, 0.000, 0.002, 0.002, 0.001, 0.000, 0.000, 0.009, 0.001, 0.010, 0.001, 0.005, 0.001, 0.002, 0.001, 0.005, 0.000, 0.004, 0.004, 0.000, 0.001, 0.002, 0.004, 0.000, 0.029, 0.020, 0.006, 0.005, 0.003, 0.009, 0.032, 0.022, 0.009, 0.006, 0.003, 0.003, 0.002, 0.001, 0.000, 0.000, 0.000, 0.000, 0.034, 0.010, 0.002, 0.009, 0.003, 0.004]
}